This record from OMol25 describes C29H32N2O2P2Ru as an isolated structure. The level of theory is the ωB97M-V functional and the def2-TZVPD basis.

Summary:
- Expectation value of S²: 8.7618
- Electronic energy: -2160.87162 hartree
- LUMO (alpha / beta): -9.6 / -11.6 eV
- Gap between HOMO and LUMO (alpha / beta): 0.264 / 0.192 Eh

ORCA input file:
```
! RIJCOSX wB97M-V def2-TZVPD def2/J DEFGRID3
* xyz 3 6
Ru -1.048 0.431 -0.078
C -3.432 1.796 1.020
C -2.291 2.558 1.274
C -1.480 2.989 0.214
C -1.806 2.638 -1.106
C -2.956 1.871 -1.355
C -3.772 1.468 -0.296
H -4.078 1.501 1.836
H -2.066 2.867 2.287
H -0.660 3.670 0.404
H -1.237 3.044 -1.933
H -3.256 1.672 -2.377
H -4.696 0.938 -0.492
C -2.004 -1.072 -3.619
P -0.763 -0.964 -2.286
C -0.455 -2.708 -1.827
C 0.781 -0.458 -3.106
C 1.044 -0.923 -4.394
C 2.239 -0.608 -5.019
C 3.176 0.186 -4.370
C 2.922 0.652 -3.091
C 1.727 0.334 -2.446
P 1.487 0.908 -0.730
C 2.001 2.659 -0.734
C 2.831 0.088 0.195
H -1.797 -1.947 -4.234
H -1.972 -0.175 -4.238
H -3.007 -1.181 -3.208
H 0.024 -3.204 -2.671
H -1.399 -3.206 -1.603
H 0.203 -2.766 -0.960
H 0.324 -1.532 -4.925
H 2.441 -0.983 -6.014
H 4.105 0.442 -4.861
H 3.665 1.271 -2.604
H 3.068 2.718 -0.948
H 1.829 3.103 0.247
H 1.457 3.221 -1.492
H 3.743 0.155 -0.399
H 2.607 -0.963 0.378
H 2.983 0.600 1.146
O 4.595 1.477 5.702
C 4.183 1.773 4.485
O 4.747 2.541 3.760
C 2.918 1.111 3.961
C 2.012 1.911 3.274
C 0.929 1.331 2.646
C 0.738 -0.052 2.689
C 1.653 -0.851 3.372
C 2.736 -0.267 4.014
N -0.351 -0.584 1.960
C -0.984 -1.623 2.346
C -2.089 -2.157 1.560
C -2.744 -3.322 1.927
C -3.812 -3.769 1.158
C -4.197 -3.024 0.055
C -3.485 -1.870 -0.249
N -2.453 -1.449 0.476
H 4.027 0.902 6.223
H 2.184 2.978 3.218
H 0.205 1.944 2.119
H 1.565 -1.931 3.363
H 3.461 -0.901 4.509
H -0.747 -2.122 3.283
H -2.425 -3.871 2.804
H -4.339 -4.677 1.420
H -5.038 -3.321 -0.556
H -3.766 -1.267 -1.103
*
```